1.
A structure of composition C4H7N3O. Source: the Open Molecules 2025 dataset; level of theory: the ωB97M-V functional and the def2-TZVPD basis.

Its energy above the lowest of the compared OMol25 structures with the same formula, charge and spin is 137.3 kcal/mol. Its HOMO energy is -9.688 eV.

Atoms and positions in Å:
C1 -1.569 -0.251 0.137
C2 -0.739 -0.854 -0.829
C3 0.612 -0.732 -0.936
C4 1.573 0.085 -0.013
H1 -2.876 1.395 -0.253
H2 -1.696 1.009 -1.338
H3 -1.485 -1.607 1.402
H4 -1.389 -1.612 -1.494
H5 1.398 -1.167 -1.906
H6 1.791 1.695 1.076
H7 0.184 1.580 -0.090
N1 -1.616 1.160 -0.280
N2 -2.006 -0.581 1.293
N3 1.297 1.440 0.023
O1 2.637 -0.615 0.650

=====

2.
The molecule C4H7N3O. Source: the Open Molecules 2025 dataset; level of theory: the ωB97M-V functional and the def2-TZVPD basis.

Its energy above the lowest of the compared OMol25 structures with the same formula, charge and spin is 89.4 kcal/mol. As for the SMILES: [H]/N=C/NN/C=C\C=O. Its HOMO energy is -8.165 eV.

Atoms and positions in Å:
C1 -1.813 -1.239 0.488
C2 1.585 -0.169 0.149
C3 1.810 1.212 -0.071
C4 0.925 2.278 -0.457
H1 -2.577 -3.101 -0.071
H2 -2.821 -0.691 0.819
H3 -0.851 0.538 -0.078
H4 0.566 -1.864 0.035
H5 2.463 -0.849 0.051
H6 2.777 1.415 -0.066
H7 1.251 3.306 -0.392
N1 -1.595 -2.535 0.185
N2 -0.813 -0.369 0.450
N3 0.428 -0.863 0.116
O1 -0.249 1.890 -0.775

=====

3.
The molecule C4H7N3O. Source: the Open Molecules 2025 dataset; level of theory: the ωB97M-V functional and the def2-TZVPD basis.

Its energy above the lowest of the compared OMol25 structures with the same formula, charge and spin is 80.3 kcal/mol. As for the SMILES: O=C1NN[C@H]2C[C@@H]2N1. Its HOMO energy is -9.162 eV.

Atoms and positions in Å:
C1 0.468 0.667 -1.027
C2 -0.903 -0.498 0.910
C3 -0.286 -0.653 2.252
C4 0.603 -0.256 1.077
H1 -0.840 -0.167 -2.104
H2 -0.866 -2.069 -0.360
H3 -1.411 0.446 0.938
H4 -0.656 0.090 3.018
H5 0.101 -1.586 2.734
H6 1.216 -1.105 0.770
H7 1.736 1.435 0.410
N1 -0.329 -0.419 -1.290
N2 -1.231 -1.126 -0.363
N3 0.873 0.888 0.278
O1 0.780 1.500 -1.883

=====

4.
The molecule C4H7N3O. Source: the Open Molecules 2025 dataset; level of theory: the ωB97M-V functional and the def2-TZVPD basis.

Its energy above the lowest of the compared OMol25 structures with the same formula, charge and spin is 150.6 kcal/mol. As for the SMILES: C=CN(/C=N\O)N=C. Its HOMO energy is -8.232 eV.

Atoms and positions in Å:
C1 1.313 -1.178 -0.159
C2 -1.138 -1.040 -0.049
C3 -2.338 -0.566 0.360
C4 -0.228 2.040 -0.134
H1 2.402 0.981 -0.035
H2 1.268 -2.227 -0.524
H3 -0.816 -2.236 -0.202
H4 -3.108 -1.315 0.140
H5 -2.588 0.490 0.695
H6 0.086 3.118 0.054
H7 -1.261 1.857 -0.365
N1 2.541 -0.923 0.086
N2 0.171 -0.304 -0.137
N3 0.503 1.048 -0.031
O1 3.195 0.255 0.302